77
Properties=species:S:1:pos:R:3:mulliken_charge:R:1 method="wB97M-V/def2-TZVPD" total_energy_ha=-1602.07649 multiplicity=1 charge=+1
Li -2.8679 2.4963 -2.7758 0.968
Li -3.5585 -0.5107 -2.5751 0.784
C -3.9598 -0.1545 0.6591 -1.125
C -3.2689 1.0557 -0.0053 0.557
C -1.7027 0.8547 0.0189 -0.875
O -3.6949 1.3414 -1.3244 -0.933
H -5.0222 0.0396 0.8063 0.367
H -3.6205 -0.2952 1.6853 0.203
H -3.8185 -1.0165 0.0070 0.193
H -3.5595 1.8844 0.6405 -0.030
H -1.4016 0.6427 1.0448 0.463
H -1.1607 1.7437 -0.3035 0.025
H -1.3689 -0.0646 -0.4623 0.362
C -6.5038 -3.1027 1.0570 0.542
O -7.6374 -2.8070 0.6503 -0.690
N -5.8873 -2.5344 2.0545 -0.336
N -5.8509 -4.1409 0.7082 -0.238
H -6.2274 -1.6317 2.3540 0.262
H -4.9108 -2.6922 1.8503 0.157
H -4.9056 -4.1355 1.0637 0.147
H -6.1559 -4.9373 0.1670 0.197
C 0.0708 1.8284 -3.3755 0.693
O -1.0061 2.3888 -3.1116 -0.694
N 0.0869 0.6464 -3.8381 -0.341
N 1.2854 2.3659 -3.4425 -0.361
H -0.7978 0.2284 -4.0885 0.137
H 0.9449 0.1720 -4.0807 0.151
H 2.1336 1.8550 -3.6415 0.157
H 1.3125 3.1932 -2.8638 0.258
C 1.8851 -0.1291 0.3209 -2.036
C 3.4838 0.0121 0.6385 1.606
C 3.7488 -1.1350 1.6706 -1.012
C 5.1368 -1.6899 1.6570 -0.901
C 5.6598 -1.9938 0.2016 -1.317
C 5.6203 -0.7540 -0.7356 1.590
N 4.2436 -0.1301 -0.6578 -0.009
O 3.9251 0.8033 -1.5899 -0.301
C 6.6695 0.2349 -0.2594 -1.741
C 5.9908 -1.2005 -2.2004 -1.866
C 3.8132 1.3728 1.2806 -1.758
H 1.3503 -0.5922 1.1501 0.384
H 1.6114 -0.6820 -0.5778 0.406
H 1.3403 0.8040 0.1773 0.335
H 3.5122 -0.7831 2.6747 0.446
H 3.0771 -1.9662 1.4560 0.520
H 5.1495 -2.5577 2.3164 0.432
H 5.8416 -0.9450 2.0265 0.315
H 5.3715 -3.0116 -0.0614 0.403
H 6.6795 -2.3578 0.3271 0.523
H 6.6104 0.5734 0.7750 0.354
H 7.6291 -0.2770 -0.1881 0.469
H 6.8131 1.0679 -0.9476 0.399
H 5.2381 -1.8737 -2.6108 0.418
H 5.9389 -0.4912 -3.0264 0.351
H 6.9924 -1.6210 -2.2909 0.376
H 3.5873 2.2816 0.7229 0.392
H 4.8544 1.4955 1.5792 0.339
H 3.2897 1.2929 2.2333 0.466
H 4.5732 1.4614 -1.3283 0.373
O -0.9731 5.0466 -0.9924 -0.609
H -0.1416 5.3628 -0.6391 0.309
H -1.1576 4.2497 -0.4954 0.299
O -2.8867 -2.3601 -2.1846 -0.595
H -3.7395 -2.7934 -2.1494 0.350
H -2.2854 -2.9799 -1.7717 0.268
O -6.2167 2.6122 -1.5446 -0.673
H -5.3492 2.3351 -1.2497 0.396
H -6.6977 1.7952 -1.6764 0.291
O -1.6799 3.3686 2.5193 -0.632
H -2.2136 2.8860 3.1505 0.387
H -2.2466 3.4714 1.7548 0.277
O -3.0911 -3.3781 2.8100 -0.678
H -3.6203 -3.9440 3.3720 0.361
H -3.0941 -2.5295 3.2528 0.314
O -3.3418 1.6394 4.0355 -0.659
H -4.0058 1.4996 3.3604 0.322
H -3.8427 1.7958 4.8360 0.316


78
Properties=species:S:1:pos:R:3:mulliken_charge:R:1 method="wB97M-V/def2-TZVPD" total_energy_ha=-1908.84234 multiplicity=1 charge=+2
Cd 4.7388 2.5223 -4.7549 0.709
Cd 9.2168 1.0271 -1.7262 0.600
C 4.2573 0.5092 0.5767 -0.388
O 4.9600 1.0755 -0.4513 -0.286
H 3.1787 0.6630 0.5436 0.277
H 4.2921 -0.5759 0.4790 0.263
H 4.6589 0.7384 1.5637 0.261
C 9.2972 0.8087 -7.2107 -0.389
O 8.6735 1.1012 -5.9886 -0.267
H 8.7064 0.4011 -8.0310 0.252
H 9.6794 1.7626 -7.5742 0.242
H 10.0981 0.0999 -7.0001 0.269
C -5.6447 -0.0724 -3.0231 -0.737
O -4.5325 -0.9426 -3.1135 -0.326
C -3.2297 -0.4073 -2.7966 -0.540
C -2.2691 -1.4940 -2.1630 -0.780
N -1.8491 -2.4726 -3.1519 -0.172
C -1.0205 -3.4572 -2.5384 -0.697
C -0.7029 -4.6016 -3.5429 -0.716
O 0.1267 -4.1439 -4.6154 -0.261
C 0.0881 -4.9113 -5.7856 -0.769
H -6.5367 -0.5819 -3.3877 0.248
H -5.5823 0.8277 -3.6347 0.308
H -5.7009 0.2805 -1.9934 0.307
H -3.3964 0.3595 -2.0402 0.406
H -2.8780 -0.0356 -3.7590 0.296
H -2.9881 -2.0992 -1.6110 0.369
H -1.6081 -1.0543 -1.4162 0.429
H -1.3224 -1.8450 -3.7425 0.220
H -1.4760 -3.8717 -1.6391 0.462
H -0.1306 -2.9496 -2.1663 0.389
H -1.6829 -4.9692 -3.8471 0.368
H -0.3661 -5.5163 -3.0552 0.457
H 0.7566 -4.4151 -6.4892 0.206
H -0.9017 -5.0778 -6.2107 0.320
H 0.4836 -5.9064 -5.5824 0.338
C -1.1790 2.3340 6.7344 -0.744
O -2.4870 2.1961 6.1433 -0.337
C -3.3496 1.3818 6.9135 -0.678
C -4.8539 1.4941 6.5776 -0.462
N -5.3779 2.8334 6.4965 -0.150
C -6.7452 2.9310 6.8792 -0.601
C -7.7252 2.1865 5.9284 -0.539
O -9.0848 2.3493 6.3860 -0.322
C -10.1587 2.4131 5.4448 -0.754
H -0.4695 2.7150 5.9998 0.258
H -0.6843 1.3956 6.9849 0.315
H -1.2547 2.9479 7.6318 0.312
H -3.3485 1.5551 7.9896 0.383
H -3.1347 0.3176 6.8169 0.381
H -5.4245 0.9035 7.2943 0.393
H -5.0411 0.9966 5.6260 0.285
H -4.9618 3.5784 7.0367 0.258
H -7.0289 3.9834 6.8688 0.376
H -6.9773 2.4165 7.8117 0.299
H -7.5737 1.1266 5.7242 0.341
H -7.6162 2.5735 4.9153 0.389
H -10.3163 1.4741 4.9143 0.309
H -10.1745 3.2862 4.7925 0.313
H -11.1052 2.4347 5.9850 0.281
O 5.4761 -5.5935 -0.1241 -0.638
H 4.9955 -5.1696 0.5869 0.312
H 5.4106 -6.5293 0.0665 0.331
O 6.6310 5.7249 -3.9005 -0.628
H 6.4588 6.6360 -4.1383 0.326
H 7.4322 5.7606 -3.3780 0.315
O 9.8778 0.3244 2.1702 -0.642
H 10.8290 0.2692 2.2623 0.328
H 9.5412 0.1524 3.0496 0.316
O 3.5240 -1.4440 -5.0644 -0.634
H 2.9740 -2.2034 -5.2571 0.321
H 4.0958 -1.7358 -4.3543 0.315
O 1.1813 3.3350 -3.9249 -0.661
H 0.9022 3.9021 -3.2060 0.329
H 0.6487 3.6126 -4.6702 0.334
O 8.8752 -2.8724 -1.2327 -0.643
H 9.6682 -3.3367 -0.9650 0.327
H 8.1576 -3.4327 -0.9369 0.320


41
Properties=species:S:1:pos:R:3:mulliken_charge:R:1 method="wB97M-V/def2-TZVPD" total_energy_ha=-4979.19834 multiplicity=1 relative_energy_kj_mol=32.9
Rh -0.2746 -0.0092 -0.1513 0.460
Cl -0.6741 5.5022 -4.3869 -0.186
C -0.1682 4.2304 -3.3483 0.455
C -1.0768 3.6365 -2.4805 -0.387
Cl -2.7123 4.1535 -2.4119 -0.186
C -0.6480 2.6115 -1.6542 1.274
Cl -1.7514 1.8537 -0.5320 -0.096
C 0.6619 2.1398 -1.6471 -0.389
O 1.0809 1.1922 -0.8274 -0.522
C 1.5633 2.7449 -2.5341 0.301
Cl 3.1804 2.1634 -2.5483 -0.177
C 1.1541 3.7771 -3.3674 0.081
Cl 2.2831 4.4987 -4.4409 -0.177
F -1.2496 1.5530 4.1088 -0.186
C -0.2648 0.7329 4.4284 0.595
F -0.5818 0.0630 5.5286 -0.210
F 0.8454 1.4299 4.6363 -0.200
S 0.0620 -0.4866 3.0779 1.054
O 0.3078 0.3707 1.9015 -0.637
O 1.1578 -1.2653 3.5475 -0.639
N -1.2441 -1.3601 2.9292 -0.511
S -2.2587 -0.8805 1.8229 1.470
O -2.5793 0.5189 1.8476 -0.588
O -1.8681 -1.4032 0.5023 -0.566
C -3.8771 -1.6273 2.2990 0.446
F -3.8059 -2.9460 2.4173 -0.199
F -4.7417 -1.3096 1.3500 -0.182
F -4.2491 -1.0959 3.4500 -0.190
O -0.4277 -2.1997 -3.4085 -0.647
C -0.1671 -1.6368 -2.3785 0.413
O -0.7464 -0.5361 -1.9559 -0.431
C 0.9305 -2.1331 -1.4659 0.523
C 1.7881 -3.1485 -1.8259 -0.815
C 2.8515 -3.4427 -0.9866 -0.222
C 3.0326 -2.6946 0.1655 -1.022
C 2.1307 -1.6923 0.4727 -0.220
N 1.0866 -1.4544 -0.3206 0.377
H 1.6089 -3.6623 -2.7596 0.548
H 3.5448 -4.2336 -1.2392 0.424
H 3.8639 -2.8743 0.8313 0.443
H 2.2326 -1.0803 1.3541 0.720


Number 1: LUMO energy -3.74 eV, frontier orbital gap 6.22 eV. Number 2: LUMO energy -10.55 eV, frontier orbital gap 1.08 eV. Number 3: LUMO energy -1.00 eV, frontier orbital gap 7.81 eV.